Computed, not measured: a single C3H2ClFN2O molecule, with ωB97M-V with the def2-TZVPD basis set.

Its relative energy (zero: lowest compared OMol25 entry of this formula, charge and spin) is 0.633 eV. The calculation puts the lowest unoccupied orbital energy at 0.57 eV. The HOMO energy is -8.25 eV. Its SMILES is [H]/N=c1/[nH]c(Cl)c(F)o1. Its total energy is -23409.7789 eV. The value obtained for the orbital gap is 8.82 eV.

Structure (ORCA input):
```
! RIJCOSX wB97M-V def2-TZVPD def2/J DEFGRID3
* xyz 0 1
C 1.236 -0.118 0.065
C -0.990 -0.282 0.040
C 0.740 1.131 -0.039
H 0.246 -2.040 0.111
H -2.777 0.173 -0.197
N 0.174 -1.000 0.135
N -2.185 -0.645 -0.085
O -0.637 1.099 -0.014
F 1.342 2.274 0.037
Cl 2.850 -0.591 -0.055
*
```

Results of the Mulliken charge analysis, in e, for atoms 1 through 8: 0.118, 0.426, 0.436, 0.240, 0.275, -0.049, -0.695, -0.324